Record 1
DFT (ωB97M-V/def2-TZVPD) results for a structure of composition C42H45N5OPS2W.

F_max = 0.0148 hartree/bohr
DFT total energy = -3180.56410 Ha
Charge = +3
HOMO-LUMO gap = 7.2512 eV

Last column: Löwdin charge in e.
CARTESIAN COORDINATES (ANGSTROEM)
1 W 0.37859 -1.17270 -0.46005  1.19
2 C -1.99164 -2.64982 1.85749  0.02
3 C -0.62628 -2.42814 1.28211  -0.32
4 C 0.25018 -1.51458 1.93654  -0.08
5 C 1.62797 -1.56378 1.76615  -0.32
6 C 2.56345 -0.88584 2.70914  -0.01
7 C 2.12502 -2.40466 0.72080  -0.12
8 C 1.33862 -3.40406 0.15460  -0.28
9 C 1.90355 -4.51023 -0.66829  0.02
10 C -0.05857 -3.30930 0.33325  -0.12
11 H -2.50266 -1.72449 2.11793  0.09
12 H -1.85072 -3.21011 2.78536  0.12
13 H -2.62593 -3.24309 1.20651  0.07
14 H -0.17225 -0.82644 2.66216  0.14
15 H 3.46200 -0.52162 2.21633  0.08
16 H 2.87337 -1.65898 3.42281  0.13
17 H 2.07969 -0.09201 3.28050  0.09
18 H 3.18770 -2.36909 0.50785  0.15
19 H 2.74926 -4.18688 -1.27431  0.09
20 H 1.14295 -4.97764 -1.29135  0.10
21 H 2.27794 -5.28021 0.01345  0.13
22 H -0.70406 -4.03021 -0.14232  0.11
23 N -0.83370 -2.89363 -2.92027  -0.08
24 P -1.68114 -1.89459 -1.84701  1.00
25 C -2.96656 -3.02678 -1.22311  -0.34
26 C -4.15255 -2.51151 -0.69921  -0.09
27 C -5.12731 -3.36080 -0.19642  -0.04
28 C -4.93577 -4.73552 -0.21301  -0.03
29 C -3.76561 -5.25959 -0.74651  -0.04
30 C -2.78598 -4.41470 -1.24464  -0.11
31 C -2.62654 -0.72632 -2.86234  -0.37
32 C -3.42669 0.25535 -2.27939  -0.12
33 C -4.19424 1.09117 -3.07792  -0.04
34 C -4.15974 0.96575 -4.45766  -0.03
35 C -3.34468 0.00591 -5.04546  -0.04
36 C -2.57608 -0.83188 -4.25384  -0.08
37 C 0.51896 -2.76518 -3.16342  -0.35
38 C 1.06970 -3.36426 -4.29739  0.03
39 C 2.40975 -3.21708 -4.56221  0.01
40 C 3.18845 -2.46188 -3.68205  -0.02
41 C 2.59367 -1.91768 -2.58137  -0.16
42 N 1.27267 -2.07102 -2.27941  -0.12
43 H -1.34935 -3.42600 -3.60764  0.13
44 H -4.34052 -1.44908 -0.69471  0.09
45 H -6.04565 -2.94545 0.19934  0.13
46 H -5.70028 -5.39588 0.17594  0.13
47 H -3.61831 -6.33181 -0.78523  0.12
48 H -1.89169 -4.84997 -1.67639  0.10
49 H -3.45843 0.38347 -1.20309  0.09
50 H -4.82651 1.84191 -2.61993  0.12
51 H -4.76340 1.61658 -5.07744  0.12
52 H -3.30811 -0.09459 -6.12202  0.12
53 H -1.94000 -1.56442 -4.73423  0.10
54 H 0.42499 -3.92392 -4.96309  0.14
55 H 2.84801 -3.66990 -5.44255  0.14
56 H 4.24280 -2.29950 -3.85664  0.13
57 H 3.18602 -1.33706 -1.89585  0.04
58 S 0.21209 0.51409 -2.27169  0.76
59 C -0.75183 1.35899 -1.12715  -0.71
60 C -1.32608 2.61765 -1.21545  -0.05
61 C -2.12420 3.04100 -0.17104  -0.01
62 C -2.35625 2.19392 0.91636  -0.02
63 C -1.75045 0.96292 0.94268  -0.12
64 N -0.92812 0.55596 -0.04460  -0.16
65 H -1.15436 3.23224 -2.08960  0.14
66 H -2.58375 4.02192 -0.20084  0.14
67 H -2.99781 2.49930 1.73163  0.13
68 H -1.89680 0.28732 1.77421  0.11
69 C 4.60090 3.85478 4.21112  -0.07
70 C 4.14060 2.79953 3.20886  -0.23
71 C 3.91688 3.41735 1.83077  -0.14
72 N 3.49626 2.42187 0.82289  0.06
73 C 2.40716 1.68451 0.76460  -0.64
74 S 2.50728 0.29543 -0.28222  0.78
75 N 1.27456 1.84422 1.46581  0.13
76 C 0.83075 2.61811 2.63242  -0.37
77 O 0.39922 1.93836 3.52706  0.13
78 C 0.78941 4.06913 2.53442  -0.18
79 C 0.84315 4.73807 1.30580  -0.05
80 C 0.75272 6.11619 1.27156  -0.05
81 C 0.61559 6.83388 2.45732  -0.02
82 C 0.55722 6.17414 3.67935  -0.03
83 C 0.63353 4.79374 3.72055  0.01
84 H 4.74795 3.40967 5.19359  0.09
85 H 3.85787 4.65048 4.30585  0.08
86 H 5.54510 4.30402 3.89978  0.09
87 H 3.21332 2.33720 3.56560  0.09
88 H 4.88616 2.00422 3.12490  0.12
89 H 4.84738 3.84329 1.46046  0.14
90 H 3.19656 4.22302 1.88320  0.10
91 H 4.22192 2.12860 0.18469  0.14
92 H 0.68404 1.03085 1.39291  0.06
93 H 0.94925 4.17472 0.38445  0.11
94 H 0.79176 6.63982 0.32480  0.12
95 H 0.55270 7.91453 2.42635  0.13
96 H 0.44965 6.73899 4.59628  0.12
97 H 0.58431 4.25972 4.66186  0.13

Cartesian forces, eV/Å:
W 0.46 0.14 0.19
C -0.15 -0.03 -0.07
C -0.08 0.76 -0.01
C -0.16 -0.11 0.15
C -0.07 0.05 0.05
C -0.03 0.04 0.03
C 0.26 0.06 -0.07
C -0.55 -0.41 -0.16
C 0.16 -0.02 -0.04
C 0.19 -0.46 0.04
H 0.00 0.00 -0.05
H 0.00 0.01 0.01
H 0.02 0.03 0.05
H 0.09 -0.06 0.11
H 0.00 -0.01 0.00
H -0.02 0.03 -0.01
H 0.00 -0.04 -0.08
H -0.05 -0.05 0.00
H -0.02 -0.03 0.00
H 0.03 0.05 -0.04
H -0.02 0.04 0.05
H 0.02 -0.12 0.04
N 0.26 0.12 0.11
P -0.22 -0.24 -0.07
C 0.16 -0.06 -0.02
C -0.06 0.00 -0.04
C -0.01 0.05 0.01
C 0.03 0.01 0.01
C -0.01 -0.09 0.02
C 0.05 0.11 -0.09
C 0.16 0.07 0.01
C -0.03 0.02 0.00
C -0.01 0.03 0.11
C 0.04 -0.04 -0.12
C -0.04 0.04 0.03
C -0.01 -0.08 0.09
C -0.15 0.06 0.18
C 0.09 -0.03 -0.11
C -0.09 -0.01 0.03
C 0.08 -0.03 -0.08
C -0.05 -0.07 -0.01
N 0.02 -0.05 -0.16
H -0.03 -0.03 -0.04
H -0.02 0.03 0.01
H 0.03 -0.01 -0.02
H 0.03 0.01 -0.02
H -0.01 0.04 0.00
H -0.02 -0.01 -0.01
H -0.02 0.00 -0.01
H 0.03 -0.02 0.00
H 0.02 -0.03 0.02
H 0.00 0.02 0.01
H -0.02 0.04 -0.01
H 0.02 0.01 0.01
H -0.02 0.01 0.02
H -0.03 0.00 0.01
H -0.01 0.06 0.10
S -0.06 -0.02 -0.39
C -0.13 -0.40 0.45
C -0.09 0.15 0.03
C 0.03 0.02 -0.07
C -0.05 0.10 -0.01
C 0.03 -0.11 0.18
N -0.04 0.33 -0.28
H 0.01 -0.03 0.01
H 0.02 -0.04 0.00
H 0.03 -0.05 0.00
H 0.02 0.03 -0.01
C -0.05 -0.03 -0.09
C -0.02 0.00 -0.03
C 0.07 -0.07 0.24
N -0.14 0.12 0.07
C -0.05 -0.12 0.08
S 0.02 0.15 -0.20
N 0.21 0.28 0.10
C -0.04 -0.28 -0.24
O 0.00 0.05 0.04
C 0.03 0.34 0.09
C 0.03 -0.20 0.01
C -0.01 0.09 -0.03
C 0.01 -0.01 -0.03
C -0.01 0.04 0.02
C 0.04 -0.11 0.03
H 0.01 0.03 -0.01
H 0.05 -0.02 0.01
H -0.03 0.00 0.02
H 0.04 -0.01 0.00
H -0.01 -0.01 0.02
H 0.00 -0.02 -0.07
H -0.12 0.11 -0.06
H 0.00 -0.02 -0.05
H 0.01 -0.06 0.01
H 0.00 0.04 0.02
H 0.00 -0.02 0.03
H 0.01 -0.04 0.00
H 0.00 -0.03 -0.03
H 0.00 0.04 -0.02

Record 2
DFT (ωB97M-V/def2-TZVPD) results for a cluster of 2 separate species, C5H10O2 in total.

F_max = 0.0759 hartree/bohr
DFT total energy = -346.90087 Ha
Charge = 0
HOMO-LUMO gap = 8.6969 eV
SMILES = C=C/C=C(/C)O.O

Last column: Löwdin charge in e.
CARTESIAN COORDINATES (ANGSTROEM)
1 C -0.99324 2.74073 0.97511  -0.03
2 C -0.12222 1.77800 0.54547  -0.17
3 C -0.49825 0.31500 0.44361  -0.06
4 C 0.51927 -0.61100 0.47914  -0.41
5 C 0.14262 -2.06360 0.45172  -0.04
6 O 1.82507 -0.44593 0.84801  0.05
7 H -0.63828 3.63568 1.51146  0.05
8 H -2.12039 2.61907 0.80459  0.08
9 H 0.89621 2.19068 0.41891  0.09
10 H -1.51510 -0.01990 0.55392  0.11
11 H -0.90236 -1.89890 -0.01085  0.09
12 H 0.00525 -2.27961 1.52167  0.09
13 H 0.70653 -2.78621 -0.13891  0.08
14 H 1.99302 0.46553 0.55300  0.09
15 O -0.86006 -1.00407 -2.93337  -0.06
16 H -0.39680 -1.21122 -3.75822  0.04
17 H -0.43578 -1.57353 -2.28197  0.01

Cartesian forces, eV/Å:
C -0.75 -0.98 -0.67
C -1.73 0.48 1.29
C 3.60 1.42 -0.50
C -1.42 -0.68 0.56
C -2.86 1.45 -0.17
O -0.43 1.43 -1.44
H -0.22 -0.15 -1.04
H 1.71 -0.04 0.92
H -0.16 -1.01 0.40
H -0.18 0.15 -0.56
H 1.33 -1.38 0.75
H 0.19 -0.90 -0.45
H 0.26 0.32 0.33
H 0.67 -0.13 0.60
O 0.25 -0.20 -0.29
H -0.20 0.11 0.22
H -0.05 0.11 0.05